1.
This record from OMol25 describes a molecular structure, C33H43F9N3P3Pt at a distorted geometry. The level of theory is ωB97M-V/def2-TZVPD.

Calculated values
- E_LUMO: -0.512 Ha
- Energy: -94922.7118 eV
- Frontier orbital gap: 6.2 eV
- Energy above the lowest of the compared OMol25 structures with the same formula, charge and spin: 19.0 kcal/mol
- Net charge: +4
- 2S+1: 1

Each line ends with the Mulliken charge.
Element x y z (Å)
Pt1 -0.29 -1.30 -0.06  4.354
C1 -3.23 -1.88 1.10  -1.125
C2 -2.53 -1.44 2.36  -0.565
N1 -1.16 -0.91 2.09  -0.962
C3 -0.16 -1.46 3.04  0.094
C4 0.05 -2.93 2.79  -1.072
N2 0.25 -3.17 1.33  -0.477
C5 -0.51 -4.32 0.77  -0.715
C6 -1.99 -4.03 0.82  -0.942
N3 -2.30 -2.68 0.27  -0.404
H1 -3.55 -1.03 0.52  0.293
H2 -4.13 -2.45 1.36  0.570
H3 -2.44 -2.26 3.07  0.461
H4 -3.14 -0.67 2.85  0.561
H5 -1.17 0.10 2.22  0.105
H6 -0.48 -1.30 4.07  0.632
H7 0.77 -0.92 2.90  -0.336
H8 -0.79 -3.53 3.13  0.348
H9 0.92 -3.27 3.35  0.601
H10 1.23 -3.33 1.16  0.048
H11 -0.29 -5.24 1.32  0.475
H12 -0.19 -4.46 -0.26  0.332
H13 -2.36 -4.09 1.84  0.361
H14 -2.51 -4.80 0.26  0.512
H15 -2.72 -2.79 -0.64  0.018
C7 -2.18 -0.23 -2.91  -1.296
P1 -1.04 -1.48 -2.29  0.325
C8 -1.81 -3.06 -2.71  -1.687
C9 0.43 -1.41 -3.33  -0.744
C10 1.43 -2.39 -2.78  -1.296
P2 1.82 -1.96 -1.06  0.886
C11 2.63 -3.45 -0.43  -1.783
C12 3.15 -0.76 -1.16  -1.238
H16 -2.18 -0.32 -4.00  0.717
H17 -1.89 0.78 -2.62  0.343
H18 -3.19 -0.41 -2.55  0.369
H19 -1.80 -3.10 -3.81  0.527
H20 -2.85 -3.11 -2.40  0.699
H21 -1.27 -3.92 -2.33  0.405
H22 0.82 -0.39 -3.31  0.055
H23 0.15 -1.63 -4.36  0.841
H24 2.36 -2.38 -3.36  0.782
H25 1.06 -3.42 -2.80  0.471
H26 3.45 -3.63 -1.13  0.543
H27 1.99 -4.33 -0.42  0.511
H28 3.07 -3.30 0.56  0.545
H29 3.83 -1.11 -1.95  0.703
H30 3.71 -0.74 -0.22  0.539
H31 2.80 0.23 -1.40  0.140
F1 4.32 4.73 -3.75  -0.214
C13 4.01 3.46 -3.95  0.621
F2 3.56 3.30 -5.19  -0.261
F3 5.12 2.71 -3.81  -0.227
C14 2.99 2.98 -2.93  0.103
C15 3.32 3.04 -1.58  -1.096
C16 2.47 2.48 -0.64  0.123
C17 1.28 1.87 -1.05  -0.727
C18 0.92 1.90 -2.40  -1.518
C19 1.77 2.46 -3.34  -0.656
P3 0.17 1.08 0.12  3.323
C20 0.88 1.35 1.73  0.044
C21 2.13 0.78 2.04  -0.868
C22 2.71 1.02 3.27  -0.132
C23 2.03 1.78 4.21  -0.144
C24 0.81 2.37 3.91  -1.333
C25 0.22 2.15 2.68  -0.567
C26 2.60 1.97 5.62  0.563
F4 2.96 3.23 5.81  -0.211
F5 1.66 1.64 6.51  -0.229
F6 3.66 1.17 5.80  -0.261
C27 -1.35 2.00 -0.06  -0.143
C28 -1.25 3.40 -0.15  -0.580
C29 -2.40 4.15 -0.34  -0.976
C30 -3.64 3.52 -0.46  0.028
C31 -3.74 2.14 -0.36  -0.639
C32 -2.60 1.39 -0.17  -0.075
C33 -4.89 4.32 -0.77  0.755
F7 -5.91 3.89 -0.02  -0.238
F8 -5.20 4.14 -2.06  -0.228
F9 -4.71 5.62 -0.54  -0.241
H32 4.23 3.52 -1.27  0.551
H33 2.74 2.54 0.41  0.565
H34 -0.05 1.53 -2.71  0.995
H35 1.49 2.50 -4.39  0.629
H36 2.65 0.19 1.30  -0.329
H37 3.68 0.60 3.51  0.623
H38 0.32 3.01 4.64  0.534
H39 -0.74 2.61 2.45  0.642
H40 -0.30 3.90 -0.07  0.659
H41 -2.34 5.23 -0.41  0.565
H42 -4.72 1.67 -0.43  0.578
H43 -2.66 0.31 -0.12  -0.532

=====

2.
This record from OMol25 describes a molecular structure, C33H43N4PTi. The level of theory is ωB97M-V/def2-TZVPD.

Calculated values
- E_LUMO (spin up / spin down): -0.193 / -0.196 Ha
- Energy: -73273.1220 eV
- Frontier orbital gap (spin up / spin down): 7.3 / 8.8 eV
- Net charge: +2
- 2S+1: 3

Each line ends with the Mulliken charge.
Element x y z (Å)
Ti1 -0.78 0.14 -0.22  0.673
C1 -2.13 -2.41 -1.16  -0.693
C2 -2.40 -2.01 -2.60  -1.481
C3 -1.72 -0.79 -3.20  0.632
C4 -1.85 -0.60 -4.57  -0.895
C5 -1.34 0.54 -5.16  -0.623
C6 -0.71 1.48 -4.36  -0.989
C7 -0.58 1.20 -3.02  -0.482
N1 -1.06 0.09 -2.43  1.006
N2 -2.38 -1.38 -0.12  0.666
C8 -3.74 -0.77 -0.19  -1.431
C9 -3.76 0.74 -0.15  0.748
C10 -4.97 1.41 -0.12  -1.117
C11 -4.98 2.79 -0.09  -0.434
C12 -3.77 3.47 -0.10  -0.960
C13 -2.61 2.73 -0.14  -0.371
N3 -2.59 1.39 -0.16  0.859
C14 -2.17 -2.02 1.21  -1.455
C15 -1.91 -1.01 2.30  0.682
C16 -2.39 -1.18 3.58  -0.995
C17 -2.04 -0.27 4.56  -0.750
C18 -1.21 0.79 4.23  -0.941
C19 -0.77 0.90 2.92  -0.135
N4 -1.10 0.02 1.97  0.813
H1 -2.74 -3.30 -0.96  0.322
H2 -1.09 -2.71 -1.06  0.170
H3 -2.13 -2.88 -3.21  0.712
H4 -3.47 -1.88 -2.78  0.404
H5 -2.36 -1.34 -5.16  0.545
H6 -1.44 0.70 -6.22  0.436
H7 -0.30 2.40 -4.76  0.556
H8 -0.06 1.90 -2.37  0.363
H9 -4.24 -1.09 -1.11  0.577
H10 -4.36 -1.15 0.63  0.558
H11 -5.90 0.85 -0.11  0.572
H12 -5.91 3.34 -0.06  0.453
H13 -3.73 4.55 -0.08  0.475
H14 -1.64 3.22 -0.14  0.330
H15 -3.03 -2.64 1.48  0.478
H16 -1.31 -2.69 1.14  0.530
H17 -3.04 -2.02 3.81  0.562
H18 -2.40 -0.39 5.58  0.449
H19 -0.91 1.52 4.96  0.551
H20 -0.12 1.71 2.62  0.029
C20 3.48 -1.52 -2.03  -1.777
C21 3.21 -0.18 -1.34  1.915
C22 2.63 0.77 -2.39  -1.789
C23 4.51 0.45 -0.82  -1.716
P1 1.93 -0.39 0.02  1.445
C24 2.06 1.17 0.97  1.187
C25 1.19 2.18 0.55  0.145
C26 1.14 3.42 1.19  -1.135
C27 1.97 3.65 2.28  -0.938
C28 2.84 2.66 2.71  -0.798
C29 2.89 1.43 2.06  -0.600
C30 2.41 -1.85 1.12  1.815
C31 3.91 -2.08 1.35  -1.833
C32 1.83 -3.11 0.47  -1.919
C33 1.73 -1.71 2.49  -1.752
H21 4.07 -1.33 -2.93  0.517
H22 2.56 -2.01 -2.33  0.281
H23 4.06 -2.20 -1.41  0.333
H24 3.40 0.97 -3.14  0.628
H25 2.33 1.73 -1.97  0.258
H26 1.78 0.31 -2.90  0.427
H27 5.23 0.48 -1.64  0.554
H28 4.97 -0.11 -0.01  0.274
H29 4.35 1.48 -0.49  0.276
H30 0.57 2.03 -0.34  -0.532
H31 0.48 4.20 0.83  0.483
H32 1.95 4.61 2.78  0.434
H33 3.49 2.84 3.55  0.501
H34 3.58 0.68 2.41  0.314
H35 4.45 -2.27 0.43  0.364
H36 4.03 -2.96 1.98  0.534
H37 4.39 -1.25 1.87  0.246
H38 2.37 -3.41 -0.43  0.372
H39 0.77 -2.98 0.20  0.300
H40 1.89 -3.94 1.18  0.487
H41 1.97 -0.77 3.00  0.351
H42 2.06 -2.53 3.13  0.654
H43 0.65 -1.78 2.40  0.293

=====

3.
This record from OMol25 describes a molecular structure, C33H44AsInN7O4S2. The level of theory is ωB97M-V/def2-TZVPD.

Calculated values
- E_LUMO: -0.092 Ha
- Energy: -141235.5053 eV
- Frontier orbital gap: 8.4 eV
- Energy above the lowest of the compared OMol25 structures with the same formula, charge and spin: 27.4 kcal/mol
- Net charge: +1
- 2S+1: 1

Each line ends with the Mulliken charge.
Element x y z (Å)
In1 0.10 -0.50 0.62  1.098
O1 1.22 -3.65 3.19  -0.624
C1 1.28 -2.75 2.38  -0.471
N1 0.71 -1.51 2.45  0.386
C2 0.48 -0.89 3.64  -0.036
O2 0.73 -1.30 4.75  -0.660
C3 -0.11 0.50 3.48  0.703
C4 -0.19 1.33 4.58  -0.849
C5 -0.67 2.61 4.41  -0.902
C6 -1.06 3.03 3.14  -1.196
C7 -0.96 2.13 2.09  -1.333
N2 -0.51 0.90 2.27  0.961
C8 2.07 -2.94 1.11  0.623
C9 3.02 -3.95 1.03  -0.805
C10 3.83 -4.01 -0.10  -0.419
C11 3.63 -3.08 -1.11  -1.515
C12 2.63 -2.15 -0.98  -0.067
N3 1.87 -2.07 0.11  0.745
H1 0.15 0.95 5.53  0.661
H2 -0.75 3.28 5.25  0.467
H3 -1.43 4.03 2.97  0.603
H4 -1.25 2.38 1.08  1.452
H5 3.13 -4.63 1.86  0.599
H6 4.60 -4.77 -0.18  0.444
H7 4.25 -3.09 -2.00  0.542
H8 2.42 -1.42 -1.76  0.603
C13 -2.53 -1.50 3.13  -1.489
N4 -2.28 -1.73 1.71  1.084
C14 -2.03 -3.15 1.49  -1.361
C15 -3.50 -1.38 0.93  -0.947
C16 -4.01 0.06 0.96  -1.204
N5 -3.29 1.04 0.17  0.939
C17 -3.78 2.37 0.53  -1.387
C18 -3.54 0.83 -1.26  -1.262
H9 -3.49 -1.95 3.43  0.432
H10 -2.56 -0.44 3.36  0.281
H11 -1.75 -1.96 3.72  0.433
H12 -2.91 -3.75 1.74  0.514
H13 -1.20 -3.49 2.12  0.416
H14 -1.78 -3.31 0.45  -0.123
H15 -4.33 -2.01 1.29  0.469
H16 -3.30 -1.65 -0.11  0.250
H17 -4.02 0.41 1.99  0.456
H18 -5.07 0.03 0.63  0.473
H19 -4.86 2.46 0.36  0.406
H20 -3.28 3.13 -0.07  0.314
H21 -3.58 2.57 1.58  0.403
H22 -4.62 0.86 -1.48  0.406
H23 -3.13 -0.12 -1.59  0.310
H24 -3.04 1.61 -1.82  0.285
C19 3.41 7.24 -0.47  -1.530
C20 3.18 5.77 -0.30  1.058
C21 2.15 5.28 0.49  -0.963
C22 1.94 3.92 0.62  -0.547
C23 2.77 3.03 -0.05  -0.284
C24 3.82 3.50 -0.82  -0.295
C25 4.02 4.86 -0.94  -0.885
S1 2.45 1.30 0.06  1.579
O3 2.24 0.93 1.44  -0.744
O4 3.49 0.61 -0.65  -0.740
N6 0.97 1.07 -0.60  0.503
C26 0.70 1.30 -1.95  0.173
C27 1.65 1.68 -2.91  -0.781
C28 1.23 1.91 -4.20  -0.729
C29 -0.11 1.76 -4.53  -1.071
C30 -0.97 1.37 -3.52  -0.103
N7 -0.58 1.15 -2.26  0.243
H25 2.70 7.83 0.12  0.354
H26 3.29 7.53 -1.52  0.341
H27 4.42 7.52 -0.17  0.365
H28 1.51 5.97 1.03  0.350
H29 1.14 3.53 1.25  0.328
H30 4.48 2.78 -1.30  0.585
H31 4.84 5.23 -1.55  0.414
H32 2.70 1.77 -2.64  0.459
H33 1.95 2.21 -4.95  0.461
H34 -0.47 1.93 -5.53  0.444
H35 -2.02 1.23 -3.71  0.390
C31 -0.70 -5.29 -0.83  -1.161
As1 -0.61 -3.84 -2.12  0.724
C32 -2.02 -4.23 -3.38  -1.193
C33 1.02 -4.17 -3.10  -0.995
S2 -0.91 -1.80 -1.59  -0.454
H36 -0.48 -6.21 -1.36  0.477
H37 -1.70 -5.34 -0.41  0.472
H38 0.03 -5.13 -0.03  0.318
H39 -1.98 -5.27 -3.67  0.443
H40 -1.88 -3.59 -4.25  0.382
H41 -2.98 -4.00 -2.92  0.401
H42 0.87 -5.02 -3.76  0.511
H43 1.84 -4.37 -2.41  0.214
H44 1.24 -3.28 -3.69  0.374

=====

4.
This record from OMol25 describes a molecular structure, C33H44Br48NO6P at a distorted geometry. The level of theory is ωB97M-V/def2-TZVPD.

Calculated values
- E_LUMO: -0.023 Ha
- Energy: -3420035.0096 eV
- Frontier orbital gap: 8.7 eV
- Energy above the lowest of the compared OMol25 structures with the same formula, charge and spin: 0.0 kcal/mol
- 2S+1: 1

Each line ends with the Mulliken charge.
Element x y z (Å)
C1 3.02 3.00 3.68  -0.675
C2 2.28 1.71 3.34  0.471
O1 1.78 1.63 2.23  -0.593
N1 2.15 0.70 4.31  0.378
C3 2.62 -0.62 3.78  -0.962
C4 1.95 -1.80 4.52  -0.062
C5 2.03 -3.12 3.71  -0.960
C6 0.64 -3.75 3.64  0.365
O2 -0.24 -2.76 3.04  0.255
P1 -0.85 -3.13 1.62  0.580
O3 -0.08 -4.05 0.79  -1.090
O4 -0.93 -1.70 0.85  -0.392
O5 -2.39 -3.60 1.88  0.338
C7 -3.15 -2.44 2.28  -0.815
O6 -4.24 -2.85 3.06  -0.165
C8 -4.72 -1.76 3.79  -0.217
C9 -5.69 -1.00 3.19  -0.242
C10 -6.23 0.10 3.82  0.653
C11 -7.28 0.98 3.17  -1.554
C12 -5.78 0.38 5.10  -0.961
C13 -4.79 -0.39 5.71  -1.194
C14 -4.22 -1.47 5.07  0.703
C15 -3.09 -2.31 5.72  2.096
C16 -2.84 -1.92 7.20  -1.730
C17 -3.27 -3.83 5.52  -1.126
H1 3.70 3.31 2.87  0.154
H2 3.62 2.91 4.59  0.155
H3 2.33 3.84 3.84  0.267
H4 2.80 0.96 5.04  -0.226
H5 2.45 -0.66 2.70  0.511
H6 3.71 -0.71 3.96  0.186
H7 0.92 -1.49 4.74  -0.003
H8 2.45 -1.90 5.51  0.521
H9 2.37 -2.90 2.68  0.446
H10 2.77 -3.79 4.17  0.442
H11 0.29 -3.87 4.68  0.335
H12 0.60 -4.74 3.19  -0.557
H13 -0.88 -1.03 1.55  0.305
H14 -3.52 -1.90 1.39  0.230
H15 -2.54 -1.74 2.89  0.472
H16 -6.02 -1.28 2.19  0.362
H17 -8.12 1.20 3.83  0.378
H18 -7.59 0.58 2.19  0.343
H19 -6.77 1.93 2.94  0.320
H20 -6.21 1.23 5.63  0.578
H21 -4.48 -0.10 6.74  0.383
H22 -2.17 -2.03 5.17  -0.449
H23 -2.04 -1.15 7.23  0.359
H24 -2.43 -2.80 7.71  0.406
H25 -3.73 -1.56 7.73  0.353
H26 -2.51 -4.32 6.16  0.568
H27 -4.25 -4.20 5.86  0.203
H28 -3.02 -4.10 4.49  0.027
C18 2.21 1.98 8.53  -0.289
Br1 1.25 0.31 8.52  0.018
Br2 2.68 2.54 10.31  -0.022
Br3 3.75 1.91 7.37  -0.037
H29 1.55 2.73 8.12  0.322
C19 -5.70 -5.24 0.97  0.824
Br4 -6.16 -4.15 -0.56  -0.061
Br5 -6.89 -4.94 2.45  -0.078
Br6 -5.60 -7.11 0.50  -0.065
H30 -4.71 -4.94 1.28  -0.697
C20 -5.41 -6.75 -3.30  0.278
Br7 -3.88 -7.89 -3.62  0.006
Br8 -5.55 -5.37 -4.65  0.071
Br9 -7.04 -7.76 -3.11  -0.021
H31 -5.24 -6.25 -2.36  -0.307
C21 2.73 3.73 -0.79  0.179
Br10 3.83 2.70 -1.99  0.008
Br11 3.77 5.05 0.18  -0.057
Br12 1.23 4.53 -1.70  -0.004
H32 2.33 3.05 -0.05  -0.101
C22 2.12 8.99 -0.12  -0.119
Br13 3.21 10.20 0.90  -0.016
Br14 0.73 8.19 0.95  -0.006
Br15 1.41 9.82 -1.71  -0.001
H33 2.77 8.18 -0.45  0.131
C23 -3.85 -3.11 -8.01  0.173
Br16 -4.14 -1.99 -9.55  0.001
Br17 -5.18 -2.82 -6.63  -0.082
Br18 -3.70 -4.97 -8.48  -0.020
H34 -2.91 -2.81 -7.58  -0.137
C24 4.55 3.33 -6.07  -0.300
Br19 5.65 2.31 -7.29  -0.012
Br20 5.59 4.63 -5.10  -0.001
Br21 3.05 4.14 -6.96  0.090
H35 4.16 2.63 -5.34  0.256
C25 -3.70 -11.58 -1.94  -0.284
Br22 -4.56 -12.56 -3.35  -0.017
Br23 -4.98 -10.56 -0.91  0.038
Br24 -2.63 -12.72 -0.81  -0.020
H36 -3.03 -10.87 -2.40  0.258
C26 -2.43 2.91 7.07  -0.415
Br25 -2.68 4.82 7.12  -0.048
Br26 -4.05 1.96 6.59  0.042
Br27 -0.96 2.40 5.93  0.021
H37 -2.17 2.60 8.08  0.359
C27 0.33 -3.03 -2.05  0.644
Br28 0.04 -1.13 -1.96  -0.053
Br29 -1.18 -3.95 -2.82  0.032
Br30 1.97 -3.46 -2.98  -0.074
H38 0.44 -3.38 -1.03  -0.488
C28 7.44 6.29 -7.96  0.210
Br31 8.51 5.25 -9.18  -0.044
Br32 8.50 7.55 -6.97  0.026
Br33 5.97 7.15 -8.86  0.030
H39 7.02 5.60 -7.24  -0.211
C29 -1.16 -6.88 2.83  1.327
Br34 -2.14 -6.91 4.49  -0.004
Br35 0.71 -7.29 3.09  -0.084
Br36 -1.98 -8.00 1.50  0.000
H40 -1.21 -5.87 2.45  -1.310
C30 0.34 -2.16 -8.34  -0.356
Br37 -0.31 -3.16 -9.85  -0.011
Br38 -1.05 -1.13 -7.50  -0.041
Br39 1.22 -3.30 -7.05  0.036
H41 1.08 -1.46 -8.71  0.380
C31 0.61 6.96 -8.90  -0.371
Br40 -0.34 8.45 -9.66  -0.060
Br41 2.50 7.32 -8.75  0.081
Br42 -0.15 6.41 -7.21  -0.017
H42 0.50 6.13 -9.58  0.361
C32 12.53 6.04 -5.40  -0.321
Br43 11.39 6.30 -3.86  -0.027
Br44 11.50 5.64 -6.98  0.017
Br45 13.71 7.53 -5.68  -0.015
H43 13.14 5.17 -5.20  0.338
C33 6.07 11.39 -8.66  -0.346
Br46 5.28 10.70 -7.04  -0.008
Br47 7.83 10.68 -8.95  -0.010
Br48 4.92 11.11 -10.18  -0.015
H44 6.17 12.46 -8.53  0.354